The following is a quantum chemistry calculation of 2 unconnected molecules or ions with the total composition CH6N2S2, from the Open Molecules 2025 dataset.

## Properties
Molecular weight in g/mol: 110.21
Orbital gap in eV: 9.046
SMILES string: [H]/N=C/N.SS

Positions of all 11 atoms, in Å:
S1 1.8386 2.0208 -1.1403
S2 0.7479 0.9761 0.3429
H1 2.0563 3.0533 -0.3153
H2 1.5050 1.3907 1.3673
N1 -2.7804 -1.5424 0.6210
C1 -1.7791 -2.3224 0.1452
N2 -0.9383 -2.9331 0.8618
H3 -2.8474 -1.3797 1.6095
H4 -3.1346 -0.8128 0.0343
H5 -1.7233 -2.3429 -0.9393
H6 -0.3470 -3.4794 0.2534

Cartesian forces (eV/Å) of the 2 atoms listed first:
-0.1 -0.2 0.6
0.0 0.2 -0.3

The following is a quantum chemistry calculation of a single CH6N4 molecule in a non-equilibrium geometry, from the Open Molecules 2025 dataset.

## Properties
Molecular weight in g/mol: 74.09
Orbital gap in eV: 9.884
SMILES string: [H]/N=C(/N)NN

Positions of all 11 atoms, in Å:
C1 -0.3221 0.2337 0.4412
H1 1.0681 -1.7775 -0.5174
H2 -0.1937 -1.5172 -1.5565
H3 1.0491 0.9271 -1.0054
H4 0.6259 2.0634 0.8853
H5 -0.9889 1.7582 1.7109
H6 -1.0987 -1.4581 0.1133
N1 0.7030 -1.1465 -1.2614
N2 0.4783 0.1466 -0.7193
N3 -0.2380 1.4531 1.0391
N4 -1.0831 -0.6829 0.8701

Cartesian forces (eV/Å) of the 2 atoms listed first:
0.8 0.6 -1.1
-0.3 0.7 -0.7